Entry from the OMol25 dataset: C56H70N9O4P3SiW as an isolated structure (ωB97M-V with the def2-TZVPD basis set).

Each line ends with the Mulliken spin population.
Cartesian coordinates (Å):
W -1.3451 -0.2081 -0.1680  0.95
C 1.9084 -0.1221 3.7062  0.01
C 0.8732 -0.9351 2.9261  0.02
C 0.5450 -2.2146 3.7077  0.00
P -0.6375 0.1001 2.4006  0.09
C -1.8930 -0.3699 3.6859  -0.01
C -3.2672 0.2117 3.3677  0.05
C -1.5343 -0.1238 5.1612  0.00
C -0.0944 1.7999 2.6232  0.29
C -0.1691 2.5289 3.7740  -0.13
C 0.3588 3.8273 3.8723  0.38
C 1.0091 4.4172 2.7592  -0.05
C 1.0979 3.7663 1.5812  0.26
C 0.5018 2.4069 1.3701  -0.07
Si -0.4423 1.4579 -1.8450  -0.03
C -1.3945 3.0481 -2.0350  -0.01
C -0.8101 4.2046 -2.5580  0.00
C -1.5630 5.3496 -2.7538  0.00
C -2.9150 5.3431 -2.4328  0.00
C -3.4975 4.2093 -1.8871  0.00
C -2.7382 3.0581 -1.6689  -0.02
P -3.3776 1.5653 -0.8415  0.06
C -4.2456 2.2535 0.6392  -0.05
C -5.5042 3.1109 0.4452  0.00
C -3.2130 3.0371 1.4562  0.05
C -4.6707 0.8406 -1.9813  0.01
C -5.7817 0.0998 -1.2234  0.00
C -5.2704 1.8364 -2.9757  0.00
C 1.2431 1.8210 -2.6443  0.01
C 2.3766 2.5397 -2.2625  0.00
C 3.4908 2.5504 -3.0905  0.00
C 3.4912 1.8488 -4.2947  0.00
C 2.3587 1.1644 -4.7086  0.00
C 1.2355 1.1688 -3.8852  0.00
P -0.4083 0.4340 -4.0696  0.00
C -1.2010 1.1092 -5.5938  0.00
C -1.5161 2.5957 -5.4091  0.00
C -0.3580 0.8801 -6.8465  0.00
C -0.0871 -1.3496 -4.4208  0.00
C -1.3562 -2.1509 -4.7194  0.00
C 0.6945 -1.9641 -3.2583  0.03
H 2.7339 -0.7839 3.9822  0.00
H 1.4963 0.2915 4.6276  0.00
H 2.3284 0.7047 3.1322  0.00
H 1.3217 -1.2387 1.9825  0.02
H 0.3272 -2.0052 4.7544  0.00
H 1.4237 -2.8641 3.6847  0.00
H -0.2793 -2.7880 3.2963  0.00
H -1.9618 -1.4483 3.5379  0.00
H -3.2643 1.2932 3.4903  0.00
H -4.0111 -0.2005 4.0520  0.00
H -3.5719 -0.0314 2.3498  -0.01
H -1.9932 0.7984 5.5198  0.00
H -0.4649 -0.0731 5.3541  0.00
H -1.9389 -0.9354 5.7669  0.00
H -0.6342 2.1008 4.6501  0.02
H 0.2921 4.3622 4.8094  0.00
H 1.4469 5.4022 2.8629  0.00
H 1.6089 4.2149 0.7375  0.03
H 0.2410 4.2013 -2.8243  0.00
H -1.1051 6.2414 -3.1623  0.00
H -3.5180 6.2264 -2.6014  0.00
H -4.5460 4.2350 -1.6324  0.00
H -4.5369 1.3532 1.1827  0.01
H -5.2445 4.1577 0.2926  0.00
H -6.1015 3.0583 1.3569  0.00
H -6.1387 2.7865 -0.3747  0.00
H -2.9469 3.9614 0.9384  0.00
H -2.2979 2.4669 1.6188  0.00
H -3.6283 3.3093 2.4280  0.00
H -4.1139 0.1075 -2.5604  0.00
H -6.4488 0.7851 -0.7024  0.00
H -5.3925 -0.6143 -0.5027  0.00
H -6.3843 -0.4538 -1.9450  0.00
H -5.8626 2.6127 -2.4921  0.00
H -5.9424 1.2843 -3.6356  0.00
H -4.5140 2.3183 -3.5945  0.00
H 2.3940 3.1047 -1.3404  0.00
H 4.3709 3.1126 -2.8011  0.00
H 4.3740 1.8559 -4.9214  0.00
H 2.3645 0.6363 -5.6544  0.00
H -2.1430 0.5609 -5.6813  0.00
H -0.6058 3.1652 -5.2078  0.00
H -2.2128 2.7660 -4.5877  0.00
H -1.9627 2.9906 -6.3228  0.00
H 0.5669 1.4562 -6.8034  0.00
H -0.9244 1.2288 -7.7112  0.00
H -0.1196 -0.1701 -7.0155  0.00
H 0.5536 -1.3408 -5.3057  0.00
H -1.9286 -2.3284 -3.8122  0.00
H -1.0807 -3.1204 -5.1390  0.00
H -2.0006 -1.6544 -5.4463  0.00
H 0.0888 -1.9315 -2.3519  0.02
H 1.6360 -1.4352 -3.0865  0.00
H 0.9195 -3.0101 -3.4794  0.00
C 4.7250 0.5582 -0.1773  0.00
N 3.2730 0.6542 0.0029  0.01
C 2.3006 -0.1816 -0.3407  0.04
N 1.1390 0.2821 0.1056  -0.05
C 1.4854 1.4617 0.7277  0.07
N 2.7708 1.7011 0.6808  0.00
C 5.4002 0.0950 1.0928  0.00
C 6.3385 0.8854 1.7407  0.00
C 6.9151 0.4489 2.9291  0.00
C 6.5478 -0.7634 3.4863  0.00
C 5.6008 -1.5526 2.8390  0.00
C 5.0434 -1.1259 1.6404  0.00
C 5.1489 -2.8159 3.4087  0.00
N 5.4832 -3.4034 4.5032  0.00
N 4.7152 -4.5577 4.5821  0.00
C 3.9793 -4.5797 3.5267  0.00
O 4.1950 -3.5013 2.7354  0.00
C 2.9497 -5.5231 3.1109  0.00
C 2.6646 -6.6637 3.8577  0.00
C 1.6284 -7.4906 3.4593  0.00
C 0.8784 -7.1896 2.3265  0.00
C 1.1843 -6.0699 1.5672  0.00
C 0.3907 -5.7114 0.3332  0.00
N -0.2166 -4.3847 0.4704  0.00
C 0.2000 -3.2105 0.0200  0.03
N -0.5944 -2.2490 0.4807  -0.01
C -1.5172 -2.9509 1.2241  0.03
N -1.3050 -4.2321 1.2488  0.00
C 2.2208 -5.2435 1.9635  0.00
H 5.0691 1.5536 -0.4456  0.00
H 4.9152 -0.1206 -1.0082  0.00
H 2.4557 -1.0902 -0.9009  -0.02
H -0.3161 2.5034 0.6276  0.10
H 6.6231 1.8430 1.3198  0.00
H 7.6503 1.0685 3.4255  0.00
H 6.9833 -1.1096 4.4149  0.00
H 4.3224 -1.7608 1.1368  0.00
H 3.2586 -6.8837 4.7359  0.00
H 1.3949 -8.3752 4.0368  0.00
H 0.0535 -7.8314 2.0396  0.00
H -0.4196 -6.4181 0.1800  0.00
H 1.0193 -5.6975 -0.5561  0.00
H 1.0554 -3.0799 -0.6221  0.01
H -2.3554 -2.5017 1.7252  0.00
H 2.4677 -4.3601 1.3850  0.00
O -2.3846 -2.8335 -1.3309  -0.06
N -2.4872 -1.6179 -1.1210  -0.05
O -2.1727 -0.7360 -2.0749  0.03
O -3.2399 -1.1076 -0.1275  -0.01

Summary:
**Net charge**: +2
**<S²>**: 2.076
**Multiplicity**: 3
**Energy relative to the best compared isomer or geometry (same formula, charge and spin)**: 68.1 kcal per mole
**Strongest force on any atom**: 1.7 eV/A

***

Entry from the OMol25 dataset: C30H90BrCuN18O12 as an isolated structure (ωB97M-V with the def2-TZVPD basis set).

Each line ends with the Mulliken spin population.
Cartesian coordinates (Å):
Cu 3.6017 -0.7693 -0.2727  0.73
Br 1.3432 0.9134 0.3519  0.17
C 1.8970 4.5788 2.1453  0.00
O 2.1933 5.6864 2.5352  0.00
N 2.4507 3.5091 2.5958  0.00
N 1.3041 4.4511 1.0247  0.00
H 2.2589 2.6450 2.1094  0.00
H 3.1463 3.7020 3.3022  0.00
H 1.3902 3.5670 0.5441  0.00
H 1.1059 5.2841 0.4890  0.00
C 5.5127 1.9810 -0.8624  0.00
O 4.7597 1.0309 -0.9036  0.02
N 5.2613 3.1286 -0.2890  0.00
N 6.7005 1.9983 -1.3669  0.00
H 4.4728 3.0543 0.3377  0.00
H 6.0299 3.7775 -0.3801  0.00
H 7.2148 1.1897 -1.6859  0.00
H 7.2516 2.8438 -1.3288  0.00
C 2.2908 -3.1610 1.5423  0.01
O 2.3956 -2.2464 0.7427  0.05
N 3.2399 -4.0230 1.7500  0.00
N 1.2310 -3.4051 2.2385  0.00
H 3.0996 -4.6694 2.5132  0.00
H 4.1475 -3.8075 1.3628  0.00
H 1.1103 -4.2471 2.7832  0.00
H 0.4433 -2.7854 2.1141  0.00
C 5.7184 -0.3578 2.1998  0.00
O 4.7564 -0.1594 1.5406  0.02
N 5.9289 0.1606 3.3332  0.00
N 6.7727 -1.0352 1.9040  0.00
H 5.1991 0.6588 3.8225  0.00
H 6.6289 -0.1291 4.0011  0.00
H 7.6395 -0.9346 2.4126  0.00
H 6.7834 -1.3903 0.9585  0.00
C -1.9393 1.6204 -2.4653  0.00
O -2.9332 1.2859 -3.0889  0.00
N -1.0144 0.7360 -2.1074  0.00
N -1.7750 2.8393 -2.0905  0.00
H -1.2915 -0.1836 -2.4201  0.00
H -0.2355 0.9258 -1.4931  0.00
H -0.8958 3.0587 -1.6444  0.00
H -2.4113 3.5982 -2.2885  0.00
C 2.1473 -1.2805 -3.3110  0.00
O 2.5569 -1.1879 -2.1803  0.00
N 2.7825 -1.7452 -4.3644  0.00
N 0.9732 -0.7907 -3.7499  0.00
H 3.7356 -2.0783 -4.3934  0.00
H 2.2053 -1.9671 -5.1631  0.00
H 0.6983 -1.0121 -4.6963  0.00
H 0.4933 -0.1663 -3.1176  0.00
C -3.5337 0.9811 0.5838  0.00
C -4.1461 0.3149 1.7713  0.00
C -5.6869 0.0937 1.5697  0.00
O -6.1529 -0.5010 2.7585  0.00
C -7.5380 -0.4222 2.8664  0.00
N -3.4616 -1.0184 1.8787  0.00
H -3.7332 0.3248 -0.2632  0.00
H -2.4456 0.9804 0.6468  0.00
H -4.0533 1.9295 0.4471  0.00
H -3.8826 0.9286 2.6327  0.00
H -5.9389 -0.6150 0.7808  0.00
H -6.1496 1.0346 1.2719  0.00
H -7.7949 0.3029 3.6387  0.00
H -7.9626 -1.3365 3.2810  0.00
H -8.1771 -0.4155 1.9834  0.00
H -3.9008 -1.6487 2.5344  0.00
H -3.6650 -1.4907 1.0094  0.00
C 1.0031 -0.6367 4.0723  0.00
C -0.4647 -0.4519 3.9069  0.00
C -0.8620 1.1258 3.9455  -0.01
O -0.6860 1.5842 5.2942  0.00
C -0.7643 2.9587 5.5302  0.00
N -0.7295 -1.0003 2.6101  0.00
H 1.4099 -0.0605 4.9034  0.00
H 1.5729 -0.3182 3.1994  0.00
H 1.1843 -1.6565 4.4118  0.00
H -1.0292 -1.0131 4.6515  0.00
H -1.9243 1.1230 3.7014  0.00
H -0.2412 1.7599 3.3126  0.01
H -1.7859 3.1781 5.2199  0.00
H -0.1015 3.6550 5.0163  0.00
H -0.7274 3.1406 6.6043  0.00
H -0.2988 -0.4905 1.8520  0.00
H -1.7057 -0.9457 2.3567  0.00
C -2.3992 6.0773 4.5407  0.00
C -1.2891 6.3090 3.4361  0.00
C -1.8522 6.5569 2.0218  0.00
O -2.7276 5.4413 1.7080  0.00
C -2.0023 4.3594 1.0294  0.00
N -0.6211 7.5283 3.9245  0.00
H -2.9969 6.9618 4.7611  0.00
H -1.8346 5.7611 5.4178  0.00
H -3.1324 5.3328 4.2306  0.00
H -0.6747 5.4087 3.4281  0.00
H -1.0674 6.7630 1.2940  0.00
H -2.5980 7.3499 2.0786  0.00
H -2.7022 3.5589 0.7897  0.00
H -1.1685 3.9586 1.6058  0.00
H -1.5571 4.6389 0.0745  0.00
H -1.3134 8.2636 3.9367  0.00
H 0.0132 7.7487 3.1701  0.00
C -0.4417 3.6092 -6.5575  0.00
C 0.8005 4.2057 -5.8027  0.00
C 1.2878 3.2251 -4.6614  0.00
O 2.5066 3.6709 -4.0276  0.00
C 3.2525 2.6860 -3.4581  0.00
N 1.7807 4.5210 -6.8243  0.00
H -0.6819 4.2245 -7.4246  0.00
H -1.2997 3.5024 -5.8938  0.00
H -0.2918 2.6163 -6.9816  0.00
H 0.5354 5.1728 -5.3753  0.00
H 1.5269 2.2506 -5.0872  0.00
H 0.5497 2.9371 -3.9128  0.00
H 4.0913 3.0625 -2.8726  0.00
H 3.8742 2.1595 -4.1822  0.00
H 2.6659 2.0122 -2.8336  0.00
H 1.8184 3.6542 -7.3413  0.00
H 2.7091 4.6266 -6.4409  0.00
C -1.6472 -5.6829 -5.1716  0.00
C -0.7366 -6.0771 -3.9830  0.00
C 0.2337 -4.9705 -3.5403  0.00
O 1.0820 -5.4566 -2.5031  0.00
C 1.9475 -4.4469 -2.0936  0.00
N -1.5356 -6.6284 -2.9690  0.00
H -0.9693 -5.1455 -5.8348  0.00
H -2.4590 -4.9909 -4.9475  0.00
H -2.1788 -6.4755 -5.6982  0.00
H 0.0011 -6.7953 -4.3411  0.00
H -0.3649 -4.1438 -3.1577  0.00
H 0.7180 -4.5632 -4.4278  0.00
H 1.4286 -3.5626 -1.7238  0.00
H 2.6686 -4.0028 -2.7798  0.00
H 2.4126 -4.7050 -1.1422  0.00
H -2.0265 -5.8779 -2.5043  0.00
H -0.9104 -7.0157 -2.2768  0.00
C -3.4841 -7.4480 -0.2408  0.00
C -2.0674 -7.2446 0.2134  0.00
C -1.7634 -5.8004 0.7973  0.00
O -1.9316 -4.8490 -0.2083  0.00
C -1.6487 -3.5240 0.2936  0.00
N -1.8730 -8.3402 1.1507  0.00
H -4.1457 -7.4613 0.6253  0.00
H -3.6305 -8.3404 -0.8493  0.00
H -3.6554 -6.6114 -0.9181  0.00
H -1.3288 -7.4851 -0.5513  0.00
H -0.7472 -5.6655 1.1677  0.00
H -2.3425 -5.6378 1.7063  0.00
H -0.5782 -3.3438 0.1956  0.00
H -1.8998 -3.4019 1.3472  0.00
H -2.3248 -2.9200 -0.3116  0.00
H -0.8843 -8.4639 1.3157  0.00
H -2.1214 -9.1636 0.6213  0.00

Summary:
**Net charge**: +1
**<S²>**: 0.754
**Multiplicity**: 2
**Energy relative to the best compared isomer or geometry (same formula, charge and spin)**: 29.6 kcal per mole
**Strongest force on any atom**: 8.3 eV/A

***

Entry from the OMol25 dataset: a 5-piece molecular cluster, C29H48F13N2O11PS2 overall (ωB97M-V with the def2-TZVPD basis set).

Each line ends with the Löwdin charge.
Cartesian coordinates (Å):
C 4.0639 -4.6584 3.2785  -0.07
C 4.3307 -3.2900 2.6466  -0.26
N 4.5960 -2.2956 3.6721  -0.03
C 4.4338 -0.9148 3.2329  -0.30
C 2.9308 -0.4835 3.3462  -0.19
C 2.3034 -0.2962 1.9504  -0.11
C 0.8206 -0.6415 2.0034  -0.22
O 0.1008 -0.0174 0.9638  -0.08
C -1.0135 -0.7370 0.5423  -0.09
C -2.2210 -0.6426 1.5058  -0.40
F -2.0748 0.4181 2.3196  0.16
F -3.3420 -0.4487 0.7497  0.11
C -2.5271 -1.9224 2.2918  -0.35
F -1.4927 -2.2886 3.0852  0.14
F -2.6829 -2.8923 1.3563  0.13
C -3.8211 -1.8988 3.1542  -0.38
F -4.0729 -0.6725 3.6369  0.16
F -4.8567 -2.2611 2.3729  0.14
C -3.7392 -2.9031 4.3373  -0.28
F -3.2412 -2.2743 5.4231  0.10
F -5.0002 -3.3076 4.6288  0.09
C 2.5712 0.6190 4.3476  -0.30
S 2.1069 2.2597 3.6544  0.78
O 3.1006 2.8678 2.8312  -0.27
O 0.8150 2.1248 3.0434  -0.24
C 1.7585 3.2751 5.1799  -0.45
F 0.7282 2.6550 5.8043  0.12
F 2.8024 3.3493 6.0123  0.14
C 1.3124 4.7205 4.8268  -0.53
F 0.2433 4.7427 4.0231  0.18
F 2.3349 5.4134 4.2833  0.17
F 0.9808 5.3000 6.0093  0.16
O 3.4479 0.6897 5.4640  -0.18
S 5.0028 1.0445 5.1969  0.64
O 5.1412 2.4182 4.8124  -0.28
O 5.6713 0.6942 6.4091  -0.23
C 5.5118 0.0077 3.8388  -0.49
C 6.8299 -0.7107 4.1494  -0.24
C 6.9057 -1.5939 5.4001  -0.10
P 5.8970 1.2352 2.3797  0.92
N 6.5814 0.1195 1.2753  -0.15
O 7.2493 2.0213 2.8844  -0.28
H 4.9855 -5.1640 3.5243  0.07
H 3.4695 -5.2402 2.5848  0.07
H 3.4426 -4.5113 4.1579  0.07
H 5.2176 -3.3715 2.0247  0.12
H 3.4795 -3.0574 2.0022  0.10
H 4.0723 -2.4778 4.5152  0.11
H 4.6616 -0.9510 2.1730  0.10
H 2.4309 -1.3686 3.7293  0.15
H 2.4943 0.6836 1.5282  0.11
H 2.7642 -1.0120 1.2810  0.11
H 0.3965 -0.3436 2.9638  0.11
H 0.7315 -1.7271 1.9514  0.13
H -1.3487 -0.2721 -0.3767  0.15
H -0.7743 -1.7737 0.3072  0.14
H -3.1521 -3.7840 4.0971  0.17
H 1.6285 0.3365 4.8032  0.14
H 6.9999 -1.3380 3.2807  0.10
H 7.6625 -0.0164 4.1773  0.10
H 7.4231 -1.1025 6.2132  0.07
H 5.9394 -1.8981 5.7703  0.06
H 7.4584 -2.5023 5.1823  0.08
H 7.5911 0.0560 1.3453  0.05
H 6.3163 0.4567 0.3637  0.03
H 7.3008 2.0477 3.8433  0.04
C -2.3363 -6.3233 -2.5591  -0.02
C -1.9561 -4.9930 -1.9554  -0.50
O -0.7993 -4.6616 -1.8338  0.06
C -3.0831 -4.0978 -1.5100  -0.02
H -1.4363 -6.8673 -2.8353  0.08
H -2.9031 -6.9128 -1.8370  0.08
H -2.9475 -6.1678 -3.4490  0.09
H -3.6766 -4.5950 -0.7411  0.09
H -3.7276 -3.8465 -2.3539  0.09
H -2.6704 -3.1809 -1.1005  0.06
C -5.3520 0.3389 -1.4987  -0.03
C -5.2826 -0.2411 -2.8918  -0.50
O -5.3048 -1.4363 -3.0760  0.06
C -5.1802 0.7362 -4.0361  -0.03
H -5.4219 -0.4688 -0.7747  0.07
H -4.4541 0.9230 -1.2933  0.08
H -6.2281 0.9816 -1.4006  0.09
H -4.2781 1.3407 -3.9337  0.08
H -6.0515 1.3932 -4.0430  0.09
H -5.1353 0.1985 -4.9777  0.07
C -1.8335 1.3251 -8.0345  -0.02
C -2.9053 1.9680 -7.1882  -0.51
O -3.9202 1.3764 -6.8994  0.05
C -2.6510 3.3797 -6.7288  -0.02
H -2.1375 0.3155 -8.3005  0.08
H -1.6804 1.9055 -8.9459  0.09
H -0.8954 1.2814 -7.4795  0.09
H -2.5387 4.0351 -7.5948  0.06
H -1.7452 3.4186 -6.1213  0.09
H -3.4937 3.7240 -6.1327  0.09
C -5.0671 4.2006 -9.5628  -0.01
C -4.3885 5.5495 -9.5866  -0.49
O -3.2808 5.7167 -9.1318  0.06
C -5.1612 6.6868 -10.2077  -0.02
H -4.4169 3.4671 -9.0942  0.06
H -5.9974 4.2594 -8.9966  0.09
H -5.2901 3.8780 -10.5808  0.09
H -6.0955 6.8431 -9.6667  0.09
H -5.3875 6.4592 -11.2503  0.09
H -4.5674 7.5962 -10.1626  0.08

Summary:
**Net charge**: 0
**Energy**: -4506.8974 a.u.
**Multiplicity**: 1
**Strongest force on any atom**: 1.6 eV/A

***

Question: Which value of net charge does entry 3 give?
Answer: 0